No. 1
The following is a DFT calculation (wB97M-V/def2-TZVPD) of a structure of composition C19H36BeF3NO20 in a non-equilibrium geometry.

XYZ file:
```
80
Properties=species:S:1:pos:R:3:forces:R:3:mulliken_charge:R:1
Be -14.959 -21.928 -14.925 0.93 -0.24 0.06 1.584
N -17.382 -19.976 -15.054 -0.26 0.41 0.89 0.558
O -18.119 -18.989 -15.000 0.10 -0.11 -0.48 -0.721
O -16.665 -20.211 -16.052 0.86 -0.49 -0.53 -0.271
O -17.300 -20.749 -14.081 0.63 -0.48 0.46 -0.430
C -12.612 -23.867 -15.276 -1.28 0.02 -1.29 0.000
O -13.897 -24.337 -14.804 -0.18 -0.48 -0.21 0.400
O -12.695 -22.543 -15.205 -1.14 1.02 0.94 -0.487
C -11.401 -24.574 -14.613 0.19 1.72 1.07 0.344
F -10.297 -23.888 -14.971 0.10 -0.13 -0.15 -0.279
F -11.430 -24.531 -13.258 -0.12 -0.37 -0.18 -0.236
F -11.207 -25.835 -14.995 -0.23 -0.28 -0.03 -0.262
C -14.093 -25.735 -14.698 0.93 -1.09 1.31 -0.735
C -15.520 -26.163 -14.392 0.61 0.33 -1.32 -0.579
H -16.098 -26.021 -15.309 -0.54 0.37 0.40 0.109
H -15.535 -27.239 -14.217 0.11 0.04 0.32 0.469
H -15.854 -25.600 -13.528 -0.38 -0.09 -0.20 -0.275
H -13.530 -26.098 -13.824 0.23 0.19 -0.01 0.286
H -13.634 -26.296 -15.519 -0.37 0.28 -0.43 0.396
H -12.454 -24.175 -16.330 -0.40 -0.40 -0.16 -0.028
C -11.642 -19.831 -13.728 0.51 0.11 -0.77 -0.417
O -12.478 -18.949 -12.967 0.42 0.59 0.31 -0.459
C -13.730 -19.303 -12.793 -0.37 -0.75 -0.51 0.239
O -14.259 -20.251 -13.337 -0.49 -0.82 -0.51 0.304
O -14.339 -18.501 -11.953 0.46 1.05 0.50 -0.470
C -15.647 -18.867 -11.497 -0.10 -0.78 -0.20 -0.527
H -10.695 -19.326 -13.912 -0.06 0.29 0.54 0.361
H -12.030 -20.003 -14.729 -0.47 -0.45 0.30 -0.006
H -11.443 -20.750 -13.184 -0.29 -0.13 -0.13 0.260
H -16.077 -18.080 -10.887 0.38 0.36 -0.24 0.257
H -15.520 -19.738 -10.852 -0.27 -0.16 -0.17 0.249
H -16.276 -19.091 -12.358 -0.15 -0.14 0.17 0.156
C -14.718 -17.530 -15.938 -0.84 -0.84 0.73 -0.247
O -13.816 -17.887 -16.983 0.28 0.78 -0.41 -0.474
C -13.436 -19.144 -17.076 -0.38 -0.27 0.14 0.273
O -13.823 -20.047 -16.378 0.03 -0.32 0.18 0.324
O -12.572 -19.256 -18.085 -0.03 0.47 -0.16 -0.485
C -12.084 -20.546 -18.390 0.51 -1.20 -0.05 -0.378
H -15.721 -17.926 -16.108 0.08 -0.01 -0.38 0.232
H -14.787 -16.452 -15.844 0.45 0.03 -0.23 0.310
H -14.414 -18.002 -15.003 0.26 0.27 0.03 -0.128
H -11.098 -20.462 -18.844 0.02 0.43 0.17 0.395
H -12.685 -21.073 -19.133 -0.37 0.37 0.07 0.184
H -12.008 -21.195 -17.515 -0.13 0.19 0.15 0.031
C -20.340 -24.224 -14.703 -0.11 0.09 -0.65 -0.837
O -18.990 -23.801 -14.496 -0.20 0.11 0.67 -0.194
C -18.113 -23.665 -15.476 0.25 -0.05 0.07 0.065
O -17.022 -23.208 -15.263 0.64 -0.13 -0.38 0.587
O -18.582 -24.121 -16.631 -0.45 -0.45 -0.44 -0.479
C -17.670 -24.242 -17.737 -0.01 0.44 0.11 -0.255
H -20.422 -25.298 -14.865 0.24 -0.04 0.06 0.291
H -20.749 -23.720 -15.577 -0.12 0.03 0.09 0.336
H -20.896 -23.943 -13.814 0.12 0.06 0.04 0.241
H -18.208 -24.600 -18.610 -0.39 -0.09 0.28 0.348
H -16.893 -24.959 -17.482 0.22 0.23 0.01 0.183
H -17.285 -23.251 -17.958 0.34 -0.15 0.07 -0.124
C -15.948 -20.827 -19.314 -0.29 -0.13 -0.11 -0.339
O -15.171 -22.009 -19.610 -0.09 0.21 -0.39 -0.465
C -14.676 -22.685 -18.582 0.43 -0.04 -0.15 0.055
O -15.098 -22.664 -17.462 0.08 0.30 0.59 0.502
O -13.602 -23.408 -18.919 -0.18 -0.69 0.39 -0.152
C -13.304 -23.719 -20.277 0.39 0.01 -0.26 -0.817
H -16.164 -20.390 -20.285 0.26 0.14 0.02 0.278
H -15.364 -20.172 -18.674 -0.12 0.08 -0.01 -0.015
H -16.907 -21.040 -18.846 0.20 -0.27 0.26 0.235
H -13.093 -22.803 -20.827 -0.28 -0.09 -0.24 0.319
H -14.063 -24.349 -20.741 -0.34 0.41 0.00 0.309
H -12.404 -24.331 -20.291 0.10 0.16 0.42 0.227
C -13.334 -22.742 -11.237 -0.06 2.19 -1.08 0.002
O -14.378 -23.634 -10.918 -0.14 -0.95 0.56 -0.456
C -15.459 -23.607 -11.702 1.33 1.45 0.32 0.359
O -15.469 -23.019 -12.756 -0.62 0.00 -0.81 0.227
O -16.462 -24.173 -11.070 -0.37 -0.54 0.13 -0.477
C -17.675 -24.298 -11.830 -0.03 -0.37 -0.20 -0.610
H -12.583 -22.682 -10.458 -0.09 -0.73 0.10 0.342
H -13.747 -21.728 -11.328 -0.23 -0.06 0.43 -0.181
H -12.911 -22.810 -12.243 0.10 -1.00 0.17 -0.159
H -18.016 -23.322 -12.163 0.08 -0.07 -0.24 0.272
H -18.434 -24.784 -11.221 0.25 0.23 0.47 0.305
H -17.485 -24.995 -12.643 -0.13 0.43 -0.30 0.246
```
Positions in Å, forces in eV/Å.

The value obtained for the HOMO energy is -0.3165 hartree. The value obtained for the energy above the lowest of the compared OMol25 structures with the same formula, charge and spin is 23.3 kcal/mol. Its gap between HOMO and LUMO is 8.7 eV. Its LUMO energy is 0.05 eV.

=====

No. 2
The following is a DFT calculation (wB97M-V/def2-TZVPD) of a structure of composition C18H40BF2O14P2Tl in a non-equilibrium geometry.

XYZ file:
```
78
Properties=species:S:1:pos:R:3:forces:R:3:mulliken_charge:R:1
Tl 3.006 4.350 -3.626 -0.02 0.00 0.05 0.993
B 2.873 8.486 -5.716 -0.33 -0.68 -0.65 0.013
H 2.981 9.336 -6.373 2.49 2.98 -3.43 -0.005
H 3.674 8.544 -4.996 3.01 2.03 3.65 0.021
H 1.976 8.598 -5.126 -3.51 -1.38 3.69 -0.014
H 2.796 7.608 -6.338 -1.67 -2.95 -3.19 -0.023
C -1.024 11.744 -6.432 0.45 -1.79 0.65 -0.334
C -0.630 12.468 -5.110 -1.03 -1.62 -1.26 0.404
O -1.779 13.172 -4.919 -1.85 2.01 1.83 -0.323
C -2.825 12.764 -5.648 -3.51 1.79 1.50 0.734
O -3.964 13.229 -5.569 3.21 -1.18 -0.28 -0.489
O -2.462 11.729 -6.342 0.63 -0.86 -2.05 -0.330
F 0.312 13.357 -5.218 2.38 1.37 -0.68 -0.277
H -0.777 10.683 -6.454 0.35 0.03 0.15 0.174
H -0.625 12.166 -7.355 -0.33 0.58 0.16 0.294
H -0.374 11.843 -4.254 -0.29 -0.34 0.00 0.262
C 5.533 9.183 -10.286 -1.42 0.50 1.69 -0.275
C 5.211 10.710 -10.213 0.07 -2.52 -1.06 0.308
O 5.808 11.187 -11.400 -1.12 1.57 1.64 -0.305
C 6.315 10.212 -12.093 1.78 -1.49 -2.61 0.635
O 6.822 10.346 -13.172 -0.41 -0.27 1.02 -0.450
O 6.214 9.002 -11.458 0.38 0.25 -1.07 -0.307
F 5.841 11.131 -9.124 0.16 1.49 0.83 -0.273
H 4.633 8.575 -10.194 -0.24 -0.12 -0.64 0.239
H 6.086 8.917 -9.385 0.59 0.08 -0.20 0.239
H 4.142 10.923 -10.239 0.20 0.53 0.36 0.315
C 3.575 8.818 4.388 0.70 0.24 -0.90 -1.185
C 3.870 8.987 2.881 -1.97 -0.63 1.66 -0.246
O 5.227 8.623 2.656 -0.38 0.73 -0.11 -0.079
P 5.797 8.610 1.197 1.76 0.28 0.14 0.830
O 5.086 7.584 0.380 0.74 0.99 -0.08 -0.583
O 5.565 10.196 0.769 0.95 -2.37 1.05 -0.284
C 5.955 10.751 -0.452 0.35 -0.32 -2.82 -0.148
C 6.935 9.945 -1.333 0.25 0.35 1.16 -1.222
O 7.417 8.382 1.467 -3.61 1.93 -1.26 -0.269
C 7.877 7.162 2.017 0.54 -1.07 0.56 -0.296
C 7.952 7.211 3.544 0.49 0.64 -0.07 -0.959
H 3.972 7.834 4.640 -0.15 0.01 0.29 0.315
H 4.089 9.573 4.983 -0.14 -0.02 0.07 0.306
H 2.498 8.835 4.558 0.12 0.10 0.07 0.395
H 3.151 8.298 2.438 0.49 -0.72 -0.62 0.286
H 3.492 9.916 2.454 1.05 0.58 0.03 0.368
H 5.052 10.843 -1.056 -0.51 0.15 0.02 0.276
H 6.320 11.776 -0.396 0.03 0.05 0.90 0.346
H 6.573 8.934 -1.518 -0.04 -0.06 -0.09 0.339
H 7.173 10.452 -2.268 -0.45 0.09 0.02 0.413
H 7.890 9.886 -0.809 0.13 -0.30 0.08 0.319
H 7.302 6.309 1.657 -0.36 0.07 0.03 0.303
H 8.856 7.051 1.551 0.17 -0.09 0.40 0.336
H 8.572 8.053 3.852 0.35 -0.01 -0.20 0.308
H 7.024 7.429 4.072 -0.29 -0.56 -0.39 0.195
H 8.436 6.310 3.923 -0.23 -0.06 0.01 0.371
C -5.065 7.983 -2.978 0.05 0.88 -0.05 -1.065
C -3.751 7.536 -2.456 0.47 -1.45 1.31 -0.191
O -3.365 8.350 -1.311 0.59 0.67 -0.14 -0.206
P -2.297 7.931 -0.199 -1.63 0.92 -1.05 0.698
O -1.227 7.062 -0.678 0.47 0.08 0.46 -0.712
O -1.903 9.338 0.454 0.31 -1.02 -1.47 -0.197
C -2.910 10.333 0.663 -0.21 0.84 2.43 0.007
C -2.691 10.730 2.133 -0.21 -0.42 0.66 -1.230
O -3.320 7.317 0.857 0.59 -0.13 0.30 -0.147
C -2.861 6.427 1.862 0.25 -1.07 1.19 -0.253
C -4.058 5.785 2.571 0.18 -0.70 -0.87 -1.152
H -5.584 8.438 -2.134 -0.29 0.16 -0.32 0.306
H -4.809 8.708 -3.750 -0.84 0.25 -0.04 0.262
H -5.684 7.183 -3.383 0.26 -0.01 -0.05 0.351
H -3.841 6.540 -2.022 0.20 -0.36 -0.35 0.309
H -2.978 7.543 -3.225 0.22 0.04 0.26 0.270
H -2.740 11.272 0.136 0.12 -0.55 -0.89 0.304
H -3.917 9.934 0.540 0.19 0.09 -0.36 0.298
H -1.711 11.182 2.288 -0.09 0.17 -0.19 0.307
H -3.468 11.367 2.555 0.00 0.31 -0.44 0.384
H -2.712 9.852 2.778 0.00 -0.26 -0.14 0.298
H -2.189 5.672 1.454 -0.35 -0.38 -0.68 0.353
H -2.125 6.851 2.546 -0.34 1.11 0.33 0.346
H -4.281 4.895 1.983 -0.55 0.09 -0.31 0.310
H -3.886 5.315 3.539 0.43 0.72 0.22 0.378
H -4.935 6.432 2.584 0.19 0.01 0.14 0.311
```
Positions in Å, forces in eV/Å.

The value obtained for the HOMO energy is -0.5294 hartree. The charge is +2. Its gap between HOMO and LUMO is 1.5 eV. Its LUMO energy is -12.94 eV.

=====

No. 3
The following is a DFT calculation (wB97M-V/def2-TZVPD) of a structure of composition C10H27N4O4PRuS2.

XYZ file:
```
49
Properties=species:S:1:pos:R:3:forces:R:3:mulliken_spin:R:1
Ru 0.163 -0.294 -0.382 -0.18 -0.06 -0.17 3.463
N -0.732 -2.102 0.963 -0.05 0.09 -0.01 0.073
C -2.200 -2.072 0.850 0.12 0.02 -0.04 0.001
C -2.705 -0.722 1.318 0.02 0.07 -0.03 -0.006
N -2.102 0.372 0.559 0.04 0.05 0.07 0.096
C -2.939 1.077 -0.417 0.02 -0.02 0.08 -0.005
C -2.387 0.978 -1.828 0.15 0.01 0.00 -0.005
N -0.951 1.287 -1.807 -0.13 -0.03 0.07 0.096
H -0.364 -2.965 0.581 0.03 -0.02 -0.06 -0.006
H -0.451 -2.039 1.935 0.01 -0.02 0.04 -0.004
H -2.679 -2.869 1.423 -0.02 -0.06 0.04 0.004
H -2.451 -2.215 -0.201 0.01 -0.03 -0.04 -0.003
H -2.438 -0.586 2.370 -0.01 0.01 0.04 0.000
H -3.797 -0.705 1.256 -0.04 0.02 0.01 -0.001
H -1.719 1.046 1.219 -0.08 0.04 0.02 -0.017
H -2.996 2.131 -0.132 -0.01 0.01 0.01 -0.002
H -3.959 0.686 -0.411 -0.03 -0.01 0.04 -0.003
H -2.958 1.642 -2.482 0.00 0.05 -0.04 0.005
H -2.495 -0.040 -2.203 0.01 -0.04 -0.04 -0.002
H -0.759 2.171 -1.346 0.02 0.03 0.04 -0.004
H -0.558 1.320 -2.738 0.06 -0.08 -0.03 -0.006
N 2.004 -0.294 1.296 -0.14 0.12 0.17 0.071
C 1.473 0.495 2.423 0.16 -0.12 -0.12 -0.013
C 0.384 1.420 1.888 -0.01 0.17 -0.23 0.010
O -0.561 1.713 2.628 0.03 0.03 -0.07 0.016
O 0.537 1.765 0.663 -0.16 -0.10 0.27 0.062
H 2.597 -1.054 1.606 -0.02 -0.04 0.02 -0.002
H 2.562 0.300 0.696 0.07 0.04 -0.02 -0.004
H 2.235 1.101 2.922 0.03 -0.01 0.03 0.000
H 1.031 -0.166 3.163 0.00 -0.07 0.05 -0.002
C -0.415 -1.034 -5.915 -0.01 -0.04 -0.02 0.001
C 0.841 -0.623 -5.182 0.00 0.01 0.00 -0.002
O 1.407 -1.743 -4.483 -0.06 -0.08 -0.02 -0.003
P 1.283 -1.858 -2.886 0.14 -0.01 -0.25 -0.012
S 2.255 -0.324 -2.060 -0.19 -0.01 0.08 0.100
S -0.588 -2.137 -2.300 0.12 0.13 0.07 0.105
O 2.057 -3.227 -2.655 0.07 -0.05 -0.01 -0.002
C 3.468 -3.321 -2.952 -0.02 0.00 0.03 0.001
C 4.221 -3.642 -1.684 -0.01 -0.02 0.03 0.001
H -0.817 -0.182 -6.468 0.01 -0.02 0.01 0.000
H -1.168 -1.388 -5.211 -0.01 0.00 -0.01 0.001
H -0.196 -1.834 -6.622 -0.02 0.02 0.01 0.000
H 0.647 0.189 -4.479 0.01 0.02 0.05 0.000
H 1.606 -0.277 -5.874 0.06 0.01 -0.02 0.000
H 3.821 -2.388 -3.390 -0.01 0.04 -0.01 -0.003
H 3.573 -4.110 -3.696 -0.01 -0.03 -0.03 0.001
H 4.106 -2.828 -0.966 0.01 -0.02 -0.02 -0.001
H 5.283 -3.771 -1.901 -0.03 0.00 0.01 0.000
H 3.841 -4.563 -1.238 0.02 0.03 -0.01 0.000
```
Positions in Å, forces in eV/Å.

The value obtained for the HOMO energy (alpha / beta) is -0.2571 / -0.2855 hartree. The value obtained for the energy above the lowest of the compared OMol25 structures with the same formula, charge and spin is 0.0 kcal/mol. Its gap between HOMO and LUMO (alpha / beta) is 7.5 / 8.0 eV. Its LUMO energy (alpha / beta) is 0.55 / 0.23 eV. The spin multiplicity is 5.

=====

No. 4
The following is a DFT calculation (wB97M-V/def2-TZVPD) of a structure of composition C10H17B2CuF4N5O5.

XYZ file:
```
44
Properties=species:S:1:pos:R:3:forces:R:3:mulliken_spin:R:1
Cu 0.027 0.290 0.051 0.04 0.27 -0.19 0.082
C -1.767 3.975 -0.738 0.01 0.00 -0.03 -0.003
C -0.901 2.830 -0.372 -0.13 0.02 0.05 -0.002
N -1.299 1.602 -0.354 0.17 -0.13 -0.01 -0.032
O -2.456 1.271 -0.883 -0.06 -0.05 -0.02 -0.029
B -3.096 0.003 -0.419 -0.09 0.38 0.10 -0.002
F -4.253 -0.160 -1.026 -0.03 -0.07 -0.02 0.001
F -2.951 -0.204 0.900 -0.01 -0.07 -0.03 0.006
O -2.115 -1.169 -1.122 0.27 -0.22 0.05 0.323
N -0.894 -1.174 -0.824 -0.21 0.16 0.05 0.236
C -0.126 -2.211 -1.204 0.10 -0.11 -0.03 -0.035
C -0.677 -3.385 -1.916 0.00 -0.02 0.00 0.017
C 1.241 -2.059 -0.858 -0.05 -0.13 -0.06 -0.047
N 1.512 -0.914 -0.213 0.13 0.23 0.17 0.251
O 2.707 -0.672 0.104 -0.23 -0.24 -0.08 0.304
B 3.022 0.661 1.054 -0.04 0.38 0.12 -0.001
F 2.356 0.432 2.202 0.03 -0.07 -0.01 0.004
F 4.336 0.758 1.027 0.06 -0.07 0.01 0.001
O 2.422 1.782 0.263 0.06 -0.03 -0.02 -0.031
N 1.111 1.856 0.214 -0.16 -0.16 -0.10 -0.031
C 0.528 2.979 -0.041 0.09 0.04 0.11 -0.001
C 1.230 4.284 -0.063 0.00 0.01 -0.03 -0.003
C 2.318 -3.029 -1.148 -0.01 -0.02 0.00 0.004
H -2.789 3.654 -0.911 0.00 0.00 0.00 0.000
H -1.381 4.447 -1.645 0.00 0.00 0.00 0.000
H -1.742 4.724 0.055 0.00 0.00 0.00 0.001
H -1.758 -3.333 -1.995 0.00 0.00 0.00 0.004
H -0.391 -4.300 -1.393 0.00 0.00 0.00 -0.002
H -0.248 -3.438 -2.921 0.00 0.00 0.00 -0.004
H 2.228 4.199 0.356 -0.01 0.00 0.01 0.000
H 0.652 5.029 0.484 0.00 0.00 0.00 0.001
H 1.314 4.629 -1.098 0.00 0.00 0.00 -0.001
H 1.961 -3.853 -1.757 0.01 0.00 0.00 0.001
H 2.719 -3.418 -0.207 0.00 0.00 0.01 -0.005
H 3.146 -2.525 -1.651 0.00 0.00 -0.01 -0.002
C -1.416 -1.496 3.649 -0.04 0.02 0.01 0.000
C -0.640 -0.289 3.224 -0.12 -0.18 -0.05 0.001
N -0.232 0.554 4.162 0.09 0.03 0.04 0.000
O -0.394 -0.092 2.019 0.11 0.01 -0.03 -0.004
H -1.599 -1.529 4.720 0.00 -0.01 0.00 0.000
H -0.860 -2.387 3.356 0.01 0.00 0.01 0.000
H -2.367 -1.504 3.117 0.01 0.01 0.01 0.000
H -0.412 0.375 5.136 0.00 0.01 -0.01 0.000
H 0.365 1.329 3.922 -0.01 0.00 -0.02 0.000
```
Positions in Å, forces in eV/Å.

The value obtained for the HOMO energy (alpha / beta) is -0.6171 / -0.6170 hartree. The charge is +2. Its gap between HOMO and LUMO (alpha / beta) is 6.2 / 6.3 eV. Its LUMO energy (alpha / beta) is -10.59 / -10.45 eV. The spin multiplicity is 2.